Below is a structure of composition C38H42Cl3N4O2SbSe5Ti at a distorted geometry, with properties calculated with the ωB97M-V functional and the def2-TZVPD basis.

Total charge   -2
Spin multiplicity   1
Energy relative to the best compared isomer or geometry (same formula, charge and spin)   1.890 eV
Energy   -16320.4445 a.u.
HOMO level   -1.8 eV

```
96
C38H42Cl3N4O2SbSe5Ti (the ωB97M-V functional and the def2-TZVPD basis)
Ti -1.715 -1.507 -0.258
Cl -7.512 0.736 3.541
C -6.179 -0.127 2.785
C -5.052 0.569 2.390
C -4.027 -0.143 1.800
Cl -2.578 0.701 1.302
C -4.056 -1.532 1.567
O -3.081 -2.159 1.003
C -5.230 -2.182 2.004
Cl -5.340 -3.887 1.780
C -6.274 -1.496 2.598
H -4.966 1.635 2.543
H -7.156 -2.036 2.913
Se 0.094 -5.628 -2.360
Sb -1.258 -4.776 -0.530
Se -2.967 -3.350 -1.707
Se 0.457 -3.307 0.801
Se -2.119 -6.355 1.080
C 1.403 0.140 5.038
C 0.249 -0.706 4.611
C -0.534 -1.614 5.293
C -1.463 -2.093 4.332
N -1.254 -1.523 3.163
N -0.223 -0.686 3.350
C -2.559 -3.101 4.480
H 1.440 0.199 6.126
H 1.315 1.151 4.636
H 2.354 -0.275 4.692
H -0.448 -1.896 6.330
H 0.105 -0.149 2.556
H -2.435 -3.676 5.399
H -2.554 -3.793 3.635
H -3.539 -2.619 4.512
C -0.408 -0.672 -5.916
C -0.233 -1.685 -4.946
C -0.793 -1.564 -3.707
C -1.588 -0.439 -3.347
C -2.187 -0.300 -2.036
C -3.118 0.710 -1.915
C -3.387 1.658 -2.933
C -2.707 1.612 -4.111
C -1.810 0.537 -4.353
C -1.180 0.413 -5.622
H 0.047 -0.771 -6.896
H 0.338 -2.577 -5.176
H -0.659 -2.362 -2.992
H -3.687 0.818 -1.000
H -4.119 2.440 -2.751
H -2.860 2.357 -4.884
H -1.355 1.189 -6.362
C 3.527 -1.677 2.690
C 4.465 -1.009 1.693
C 4.655 0.484 1.958
C 3.398 1.330 1.844
N 2.779 1.432 0.516
C 1.513 1.931 0.406
Se 0.506 2.610 1.800
N 1.172 1.902 -0.895
C -0.115 2.297 -1.458
C -0.051 3.572 -2.290
C 0.256 4.858 -1.518
C 1.734 5.056 -1.186
C 2.207 1.372 -1.638
C 2.284 1.122 -3.000
C 3.481 0.621 -3.479
C 4.557 0.392 -2.618
C 4.464 0.621 -1.254
C 3.254 1.097 -0.758
H 3.458 -2.750 2.510
H 2.506 -1.294 2.619
H 3.874 -1.526 3.717
H 4.086 -1.169 0.683
H 5.446 -1.492 1.732
H 5.450 0.900 1.336
H 4.989 0.611 2.994
H 3.590 2.348 2.191
H 2.627 0.930 2.502
H -0.794 2.416 -0.616
H -0.476 1.462 -2.054
H -1.031 3.653 -2.767
H 0.679 3.457 -3.098
H -0.327 4.869 -0.593
H -0.082 5.706 -2.121
H 2.077 4.350 -0.431
H 1.916 6.058 -0.790
H 2.354 4.930 -2.079
H 1.433 1.280 -3.649
H 3.580 0.402 -4.534
H 5.488 0.012 -3.019
H 5.306 0.407 -0.617
C 1.381 -1.765 -1.509
C 0.263 -1.827 -0.514
O -0.083 -0.616 0.092
H 1.171 -1.046 -2.304
H 1.544 -2.747 -1.955
H 2.296 -1.448 -0.998
```